No. 1
69
Properties=species:S:1:pos:R:3 method="wB97M-V/def2-TZVPD" total_energy_ev=-73267.8761 orbital_gap_ev=8.70 smiles="CCCCCCCCCCCCCCC[C@]1(P(=N)(O)O)OC(=O)O[C@@]1([PH2]=S)P(N)O" charge=0 relative_energy_kcal_mol=0.0
S 1.12 -1.22 4.38
P 3.51 0.58 2.06
P 1.06 -0.90 2.47
P 4.22 -1.50 -0.83
O 3.90 -2.54 -2.02
O 3.02 -4.37 2.07
O 2.49 -3.02 0.41
O 2.89 1.29 0.71
O 5.23 -2.27 0.16
O 3.37 -2.19 2.26
N 5.16 0.30 1.68
N 4.72 -0.10 -1.26
C -0.36 -2.89 -0.96
C -1.39 2.33 0.36
C 2.63 -1.59 0.14
C -1.21 2.72 -2.23
C -1.62 3.27 -0.85
C -2.95 0.79 -2.37
C -3.63 1.75 2.46
C -3.84 0.37 3.12
C -1.53 3.10 1.69
C -2.38 2.07 -3.00
C -2.55 -1.65 -1.74
C 0.80 -2.11 -1.62
C 2.97 -3.31 1.63
C -1.95 -0.38 -2.35
C 2.75 -1.09 1.61
C -1.66 -2.91 -1.78
C -2.25 2.36 2.83
C 1.46 -1.04 -0.71
H 5.67 0.28 2.56
H -1.61 1.58 3.26
H -3.76 1.65 1.37
H -1.02 4.17 -0.65
H 0.18 -1.75 1.79
H -2.43 3.08 3.64
H -0.35 1.95 0.26
H -4.41 2.41 2.84
H 0.71 -0.52 -0.10
H -3.28 0.99 -1.34
H -4.82 -0.05 2.88
H -2.87 -1.43 -0.71
H -2.27 -3.75 -1.42
H -1.42 -3.14 -2.83
H 0.46 -1.62 -2.54
H -0.56 -2.51 0.05
H -0.37 2.03 -2.16
H -3.82 0.45 -2.95
H 5.57 1.02 1.09
H 1.58 -2.81 -1.93
H 3.08 2.24 0.74
H -2.02 4.07 1.51
H -3.75 0.45 4.21
H -3.46 -1.89 -2.31
H 0.69 0.40 2.10
H -1.63 -0.58 -3.39
H -0.86 3.57 -2.84
H -1.03 -0.09 -1.80
H -0.04 -3.94 -0.83
H 4.73 0.01 -2.28
H -0.51 3.34 2.04
H 6.10 -1.84 0.07
H 4.72 -2.80 -2.47
H -3.19 2.82 -3.02
H 1.91 -0.26 -1.35
H -2.04 1.46 0.32
H -2.12 1.89 -4.05
H -3.06 -0.34 2.80
H -2.67 3.60 -0.87


No. 2
94
Properties=species:S:1:pos:R:3 method="wB97M-V/def2-TZVPD" total_energy_ev=-75069.0537 orbital_gap_ev=5.69 charge=0
S 6.58 4.58 0.36
S -3.81 -1.17 1.29
F 8.93 4.11 1.55
F 7.79 5.69 2.47
F 8.80 6.04 0.60
O -2.11 -0.93 4.48
O 5.93 3.61 1.24
O 7.08 4.01 -0.88
O 5.80 5.80 0.17
O -1.54 0.41 3.00
O -1.05 3.27 3.29
N -2.73 -0.26 0.18
N 0.53 0.91 1.65
N -1.46 -0.85 3.50
C -4.51 -5.33 -1.18
C 1.92 -2.42 -2.37
C -2.64 4.46 1.65
C 4.91 0.71 -0.13
C 2.73 1.01 -1.61
C 3.39 1.10 -0.18
C 0.55 -2.09 -1.67
C 0.66 -1.95 -0.11
C 2.12 -0.65 2.95
C 3.27 -0.17 -2.50
C -3.49 -3.91 -3.17
C 1.53 -1.65 4.01
C -3.58 -2.32 -3.05
C -3.74 -2.01 -1.49
C 3.10 -1.58 -1.79
C -0.88 0.54 1.74
C -0.75 -1.95 0.62
C 1.34 0.74 2.86
C -3.33 2.72 -1.52
C -2.88 -0.69 -1.26
C -1.27 -0.46 0.55
C -2.97 1.19 0.58
C -4.76 -4.62 -2.58
C 8.09 5.13 1.28
C -3.97 2.07 -0.23
C -1.62 1.85 1.12
B -1.75 3.16 2.05
H 5.38 1.41 0.61
H 2.82 2.00 -2.11
H -1.38 -2.67 0.04
H -1.17 2.23 0.16
H -0.38 3.96 3.20
H 3.16 -0.41 3.29
H 1.62 0.81 -1.47
H 0.83 -2.36 3.49
H 2.23 -1.14 1.96
H 2.85 0.34 0.46
H -4.44 -1.97 -3.65
H -3.33 -2.89 -0.97
H -4.81 1.41 -0.59
H 1.23 -2.83 0.26
H 0.69 1.78 1.17
H -0.58 -2.32 1.65
H -5.64 -3.94 -2.48
H -3.22 3.83 -1.46
H 4.05 -2.14 -2.03
H -2.72 4.60 0.54
H 1.81 -2.14 -3.45
H 3.10 -1.48 -0.68
H -3.35 0.07 -1.92
H 5.06 -0.32 0.26
H 1.19 -0.98 0.08
H -3.21 -4.23 -4.20
H -5.28 -4.93 -0.47
H -3.97 2.51 -2.42
H -3.52 1.08 1.55
H -2.63 -4.21 -2.51
H 2.77 -0.19 -3.50
H 2.07 -3.53 -2.34
H -0.28 -2.78 -1.98
H 0.81 0.94 3.83
H -4.54 -6.44 -1.24
H 4.36 -0.02 -2.68
H 5.46 0.87 -1.09
H -3.53 -5.03 -0.72
H -2.15 5.39 2.03
H -3.65 4.30 2.09
H 0.25 -1.08 -2.07
H -2.31 2.31 -1.73
H 2.30 -2.31 4.48
H -4.47 2.84 0.41
H -5.06 -0.74 0.86
H -5.07 -5.44 -3.28
H 3.25 2.10 0.30
H -0.60 -0.03 -0.25
H -2.59 -1.94 -3.44
H -1.90 -0.94 -1.73
H 2.15 1.50 2.80
H -4.83 -1.84 -1.34
H 0.92 -1.14 4.79